65
Properties=species:S:1:pos:R:3 method="wB97M-V/def2-TZVPD" e_homo_ev=-14.356 total_charge=+2 mol_weight_da=710.45 multiplicity=1 lumo_ev=-7.600 total_energy_ha=-4925.56609
Ti -0.11 -0.46 -0.94
C -2.64 -2.00 2.21
C -1.59 -1.18 1.83
N -1.48 -1.13 0.49
N -2.48 -1.93 0.00
C -3.17 -2.46 1.01
B -2.39 -2.51 -1.42
N -2.46 -1.36 -2.43
C -3.24 -1.25 -3.50
C -2.73 -0.27 -4.34
C -1.59 0.18 -3.71
N -1.42 -0.48 -2.54
N -1.01 -3.19 -1.56
C -0.72 -4.46 -1.83
C 0.65 -4.63 -1.82
C 1.16 -3.38 -1.53
N 0.15 -2.50 -1.37
H -2.97 -2.23 3.20
H -0.92 -0.64 2.47
H -3.98 -3.13 0.81
H -3.26 -3.30 -1.61
H -4.11 -1.88 -3.60
H -3.13 0.06 -5.28
H -0.89 0.92 -4.03
H -1.51 -5.17 -2.02
H 1.20 -5.54 -2.00
H 2.18 -3.06 -1.42
Cl -1.76 2.80 -1.64
C -0.17 2.52 -2.22
C 0.44 1.32 -1.88
C 1.74 1.13 -2.30
Cl 2.42 -0.38 -1.70
C 2.48 2.03 -3.05
Cl 4.09 1.69 -3.51
C 1.83 3.22 -3.40
Cl 2.67 4.38 -4.33
C 0.51 3.47 -2.98
Cl -0.24 4.95 -3.39
C 1.28 2.89 0.52
P 0.67 1.25 0.99
C -0.40 1.64 2.40
C 0.07 1.48 3.70
C -0.76 1.83 4.76
C -2.02 2.34 4.52
C -2.48 2.51 3.22
C -1.67 2.16 2.15
C 2.10 0.31 1.58
C 1.98 -1.08 1.69
C 3.06 -1.85 2.10
C 4.28 -1.23 2.38
C 4.40 0.14 2.26
C 3.32 0.91 1.86
H 1.69 3.36 1.42
H 0.45 3.49 0.18
H 2.05 2.84 -0.24
H 1.05 1.08 3.89
H -0.40 1.71 5.78
H -2.66 2.61 5.36
H -3.46 2.92 3.04
H -2.03 2.29 1.14
H 1.04 -1.58 1.49
H 2.96 -2.92 2.19
H 5.12 -1.83 2.70
H 5.35 0.62 2.48
H 3.44 1.99 1.78


15
Properties=species:S:1:pos:R:3 method="wB97M-V/def2-TZVPD" e_homo_ev="-18.849 / -18.746" total_charge=+2 mol_weight_da=219.09 multiplicity=4 lumo_ev="-9.162 / -12.139" total_energy_ha=-2270.30572
O -2.80 -1.92 1.38
C -2.27 -1.26 0.59
Co -1.26 -0.27 -0.62
C -2.18 1.20 -0.48
C -1.33 -0.44 -2.35
O -2.82 2.16 -0.39
O -1.27 -0.60 -3.50
N 1.90 0.95 -0.19
C 1.48 -0.13 0.49
N 1.86 -0.27 1.77
S 0.61 -1.41 -0.28
H 2.67 1.51 0.17
H 1.73 0.99 -1.19
H 1.45 -1.02 2.31
H 2.22 0.53 2.28


83
Properties=species:S:1:pos:R:3 method="wB97M-V/def2-TZVPD" e_homo_ev=-9.117 total_charge=0 mol_weight_da=936.48 multiplicity=1 lumo_ev=0.318 total_energy_ha=-8320.82835
O 3.85 7.27 0.68
C 3.73 6.80 1.78
O 3.17 7.48 2.81
C 4.13 5.40 2.17
C 2.94 4.51 2.54
Si 1.60 4.40 1.24
I 2.30 2.55 -0.23
O 0.17 4.11 1.99
Si -1.30 4.25 1.21
C -2.51 5.14 2.32
C -2.13 6.59 2.66
C -2.27 7.61 1.55
F -1.25 7.47 0.65
Br -3.94 7.45 0.58
C -2.18 9.05 2.14
F -1.15 9.10 3.01
F -3.30 9.35 2.82
Br -1.91 10.40 0.78
P -2.30 2.27 0.84
O -3.69 2.63 0.47
O -2.24 1.36 2.16
O -1.55 1.35 -0.21
H 3.40 8.41 2.71
H 4.69 4.99 1.33
H 4.81 5.46 3.02
H 2.51 4.80 3.50
H 3.32 3.50 2.67
H 1.53 5.59 0.38
H -1.17 4.96 -0.07
H -2.54 4.58 3.26
H -3.49 5.05 1.87
H -2.77 6.93 3.48
H -1.11 6.65 3.03
H -3.08 1.47 2.61
H -1.56 1.74 -1.09
C 2.24 -1.44 0.16
C 2.88 -2.67 0.23
C 2.21 -3.77 0.73
C 0.90 -3.65 1.17
C 0.26 -2.42 1.11
C 0.93 -1.32 0.61
H 2.75 -0.57 -0.23
H 3.90 -2.76 -0.12
H 2.72 -4.73 0.79
H 0.38 -4.52 1.56
H -0.77 -2.33 1.45
H 0.43 -0.36 0.56
C 0.41 -1.28 -2.95
C 0.24 -2.61 -2.61
C -0.68 -3.39 -3.30
C -1.41 -2.84 -4.34
C -1.24 -1.51 -4.69
C -0.33 -0.72 -3.99
H 1.12 -0.67 -2.41
H 0.82 -3.04 -1.80
H -0.82 -4.43 -3.03
H -2.12 -3.45 -4.88
H -1.81 -1.08 -5.50
H -0.19 0.32 -4.26
C 4.10 -6.19 3.45
C 4.27 -7.22 4.36
C 5.40 -8.02 4.30
C 6.36 -7.79 3.32
C 6.19 -6.76 2.41
C 5.06 -5.96 2.48
H 3.22 -5.56 3.51
H 3.53 -7.40 5.13
H 5.53 -8.83 5.00
H 7.24 -8.42 3.27
H 6.94 -6.58 1.65
H 4.92 -5.15 1.76
C -5.55 -4.63 -4.15
C -6.37 -5.46 -4.90
C -6.69 -5.12 -6.21
C -6.17 -3.97 -6.77
C -5.34 -3.14 -6.02
C -5.03 -3.47 -4.71
H -5.30 -4.89 -3.13
H -6.77 -6.36 -4.46
H -7.34 -5.77 -6.79
H -6.41 -3.71 -7.79
H -4.94 -2.24 -6.46
H -4.39 -2.82 -4.13


46
Properties=species:S:1:pos:R:3 method="wB97M-V/def2-TZVPD" e_homo_ev="-7.741 / -8.272" total_charge=-1 mol_weight_da=892.44 multiplicity=5 lumo_ev="1.217 / 2.356" total_energy_ha=-6526.94553
Cr -10.39 -6.03 -17.02
C -10.32 -6.38 -21.11
F -11.34 -5.62 -20.91
F -10.68 -7.64 -20.85
F -9.85 -6.29 -22.29
S -8.88 -5.94 -19.92
O -7.63 -6.25 -20.56
O -9.05 -4.57 -19.54
N -9.17 -6.80 -18.47
S -8.36 -8.17 -18.52
O -9.05 -9.11 -17.57
O -8.34 -8.71 -19.87
C -6.62 -7.82 -17.85
F -6.69 -7.34 -16.62
F -5.91 -8.98 -17.89
F -6.01 -6.90 -18.56
C -12.12 -9.60 -17.61
F -13.23 -10.14 -18.06
F -11.50 -10.47 -16.78
F -11.42 -9.35 -18.69
S -12.55 -7.91 -16.79
O -12.44 -6.91 -17.84
O -13.86 -7.90 -16.12
N -11.19 -7.46 -15.85
S -11.53 -8.15 -14.46
O -12.16 -7.14 -13.54
O -12.19 -9.44 -14.37
C -9.71 -8.60 -13.88
F -8.70 -8.14 -14.67
F -9.56 -8.12 -12.71
F -9.72 -9.86 -13.81
C -10.17 -4.08 -13.44
F -11.45 -3.99 -13.25
F -9.65 -3.15 -12.68
F -9.66 -5.25 -13.04
S -9.59 -3.70 -15.27
O -9.28 -2.28 -15.22
O -8.49 -4.61 -15.61
N -10.99 -4.16 -16.29
S -11.79 -2.85 -16.47
O -12.21 -2.07 -15.30
O -11.26 -2.09 -17.59
C -13.55 -3.43 -17.13
F -14.41 -2.45 -17.02
F -13.36 -3.80 -18.42
F -13.91 -4.51 -16.40


52
Properties=species:S:1:pos:R:3 method="wB97M-V/def2-TZVPD" e_homo_ev=-9.042 total_charge=0 smiles="C=CCN(C(=O)c1ccccn1)[C@@H](C(=O)NCc1ccccc1)c1ccccc1F" mol_weight_da=403.46 multiplicity=1 lumo_ev=0.337 total_energy_ha=-1342.38874
C -4.51 -1.78 0.85
C -3.79 -2.66 0.18
C -2.65 -2.35 -0.75
N -1.97 -1.09 -0.49
C -2.05 -0.13 -1.44
O -2.79 -0.22 -2.40
C -1.17 1.08 -1.34
N 0.15 0.89 -1.32
C 0.94 1.95 -1.34
C 0.47 3.25 -1.39
C -0.90 3.45 -1.44
C -1.74 2.35 -1.43
H -2.81 2.44 -1.48
H -1.31 4.45 -1.49
H 1.16 4.08 -1.40
H 2.00 1.73 -1.31
C -1.14 -1.13 0.71
C -0.71 0.20 1.28
C 0.61 0.42 1.67
C 1.00 1.62 2.24
C 0.08 2.64 2.44
C -1.24 2.44 2.08
C -1.61 1.23 1.52
F -2.91 1.07 1.18
H -1.99 3.20 2.23
H 0.38 3.58 2.87
H 2.03 1.76 2.52
H 1.35 -0.35 1.54
H -1.75 -1.63 1.48
C 0.08 -2.06 0.47
O 0.33 -2.99 1.20
N 0.76 -1.74 -0.64
C 2.03 -2.37 -0.96
C 3.15 -1.45 -0.56
C 3.62 -1.46 0.75
C 4.59 -0.56 1.16
C 5.10 0.36 0.26
C 4.64 0.38 -1.04
C 3.67 -0.52 -1.45
H 3.31 -0.50 -2.47
H 5.03 1.10 -1.75
H 5.85 1.07 0.58
H 4.95 -0.58 2.18
H 3.22 -2.19 1.45
H 2.06 -2.57 -2.04
H 2.08 -3.31 -0.41
H 0.58 -0.83 -1.08
H -1.91 -3.16 -0.70
H -3.04 -2.29 -1.77
H -4.01 -3.72 0.26
H -5.32 -2.08 1.48
H -4.32 -0.72 0.77


22
Properties=species:S:1:pos:R:3 method="wB97M-V/def2-TZVPD" e_homo_ev=-12.425 total_charge=+1 smiles="C=[N+](CC)C/C(C)=[NH+]/[O-]" mol_weight_da=129.18 multiplicity=1 lumo_ev=-5.273 total_energy_ha=-420.76472
C 0.96 -0.32 0.86
C -0.19 -2.35 0.39
C 1.38 0.88 0.06
C 1.03 2.37 0.16
C -2.55 -0.34 0.17
C -1.25 -0.44 -0.66
N 2.25 0.59 -0.89
N -0.09 -1.07 0.18
O 2.64 1.44 -1.72
H 1.83 -0.98 0.81
H 0.66 -0.33 1.88
H -0.97 -3.01 -0.06
H 0.60 -2.69 1.01
H 1.70 2.98 -0.35
H 0.84 2.72 1.21
H -0.01 2.55 -0.38
H -2.57 -0.87 1.22
H -2.85 0.74 0.29
H -3.34 -0.79 -0.47
H -0.98 0.51 -1.07
H -1.43 -1.14 -1.45
H 2.35 -0.45 -1.19